{"formula": "C40H29N6Rb", "method": "ωB97M-V with the def2-TZVPD basis set", "symbols": ["Rb", "C", "C", "C", "C", "N", "C", "N", "C", "N", "C", "N", "C", "C", "C", "C", "C", "N", "C", "C", "C", "C", "C", "C", "H", "H", "H", "H", "H", "H", "H", "H", "H", "H", "H", "H", "C", "C", "C", "C", "C", "C", "C", "C", "C", "C", "C", "C", "C", "C", "H", "H", "H", "H", "H", "H", "H", "H", "H", "H", "H", "C", "C", "C", "C", "C", "C", "C", "C", "N", "H", "H", "H", "H", "H", "H"], "coordinates": [[-0.166, 0.228, -0.945], [0.722, 3.817, 2.219], [2.013, 3.569, 2.907], [2.892, 2.717, 2.389], [2.607, 1.954, 1.146], [1.481, 1.982, 0.541], [0.416, 2.832, 1.053], [3.720, 1.275, 0.682], [3.681, 0.224, -0.091], [2.670, -0.564, -0.531], [3.233, -1.611, -1.233], [2.665, -2.631, -1.767], [1.277, -2.792, -1.716], [0.723, -3.675, -0.776], [-0.632, -3.905, -0.776], [-1.416, -3.280, -1.743], [-0.793, -2.416, -2.612], [0.527, -2.139, -2.611], [4.717, -1.450, -1.295], [5.714, -2.201, -1.884], [7.026, -1.760, -1.731], [7.311, -0.604, -1.005], [6.294, 0.140, -0.412], [4.997, -0.307, -0.576], [-0.109, 3.873, 2.926], [2.239, 4.112, 3.821], [3.858, 2.536, 2.842], [-0.452, 2.195, 1.254], [1.376, -4.134, -0.046], [-1.098, -4.536, -0.029], [-2.487, -3.415, -1.761], [-1.367, -1.853, -3.344], [5.473, -3.098, -2.441], [7.838, -2.320, -2.180], [8.342, -0.284, -0.900], [6.492, 1.036, 0.161], [-4.467, -0.793, -3.194], [-4.692, -0.797, -1.827], [-4.155, 0.202, -1.023], [-3.369, 1.225, -1.558], [-3.136, 1.204, -2.940], [-3.683, 0.221, -3.744], [-2.791, 2.266, -0.684], [-1.868, 3.158, -1.087], [-1.384, 4.152, -0.191], [-2.079, 5.215, 0.308], [-1.449, 6.234, 1.126], [-0.177, 6.189, 1.553], [0.665, 5.010, 1.210], [0.096, 4.024, 0.137], [-4.882, -1.572, -3.823], [-5.282, -1.587, -1.375], [-4.329, 0.180, 0.049], [-2.517, 1.994, -3.353], [-3.486, 0.233, -4.811], [-3.143, 2.215, 0.355], [-3.125, 5.329, 0.048], [-2.060, 7.089, 1.407], [0.249, 7.000, 2.135], [1.689, 5.301, 0.954], [0.655, 3.989, -0.800], [-1.640, -0.841, 1.798], [-1.935, -2.171, 1.940], [-1.061, -3.087, 2.645], [-1.352, -4.407, 2.809], [-2.535, -4.982, 2.278], [-3.410, -4.111, 1.583], [-3.140, -2.786, 1.423], [-2.843, -6.348, 2.463], [-3.096, -7.470, 2.615], [-2.339, -0.150, 1.338], [-0.739, -0.430, 2.241], [-0.142, -2.684, 3.058], [-0.663, -5.044, 3.354], [-4.328, -4.520, 1.170], [-3.841, -2.164, 0.877]], "e_above_lowest_kj_mol": 171.6, "homo_lumo_gap_ha": 0.1827, "e_lumo_ev": 3.90, "total_charge": -2}